Record 1
A cluster of 2 separate species, C4H5N2O7PS2 in total at a distorted geometry, computed with the ωB97M-V functional and the def2-TZVPD basis.

Calculated values
- Molar mass: 288.2 g/mol
- Energy: -52495.1513 eV
- LUMO level: 3.75 eV
- Net charge: -2

The geometry in XYZ format:
```
21
C4H5N2O7PS2, DFT the ωB97M-V functional and the def2-TZVPD basis
N -1.485 -2.920 -1.184
P -1.308 -1.572 -1.942
C -0.012 -0.390 -1.320
N 1.047 -0.357 -2.367
C 1.841 -1.273 -2.488
S 3.117 -2.152 -2.703
C -0.490 1.046 -1.168
O 0.683 1.663 -0.598
S 1.325 0.646 0.476
O 0.876 1.005 1.757
O 2.688 0.420 0.148
O 0.473 -0.681 -0.043
H -2.412 -3.040 -0.797
H -0.894 -1.683 -3.275
H -2.455 -0.751 -2.002
H -0.745 1.521 -2.113
H -1.259 1.147 -0.397
C -0.256 1.845 5.009
O -1.438 2.051 4.547
O 0.134 0.644 5.299
O 0.572 2.831 5.161
```


Record 2
The molecule C4H7NO at a distorted geometry, computed with the ωB97M-V functional and the def2-TZVPD basis.

Calculated values
- Molar mass: 85.1 g/mol
- Energy: -7796.4965 eV
- Energy relative to the best compared isomer or geometry (same formula, charge and spin): 3.1479 eV
- SMILES: CC(C)(O)C#N
- LUMO level: 0.38 eV

The geometry in XYZ format:
```
13
C4H7NO, DFT the ωB97M-V functional and the def2-TZVPD basis
C 0.456 -1.255 -0.398
C -0.004 0.063 0.277
C 0.174 1.428 -0.489
O 0.680 0.259 1.386
C -1.604 -0.112 0.378
N -2.822 -0.047 0.271
H 0.079 -2.172 0.260
H 1.629 -1.288 -0.463
H 0.385 -1.591 -1.517
H -0.530 1.436 -1.385
H 1.333 1.368 -0.691
H -0.144 2.259 0.130
H 0.367 -0.348 2.240
```


Record 3
The molecule C4H9NO at a distorted geometry, computed with the ωB97M-V functional and the def2-TZVPD basis.

Calculated values
- Molar mass: 87.1 g/mol
- Energy: -7830.5009 eV
- Energy relative to the best compared isomer or geometry (same formula, charge and spin): 1.8190 eV
- SMILES: CC/N=C/OC
- LUMO level: 1.06 eV

The geometry in XYZ format:
```
15
C4H9NO, DFT the ωB97M-V functional and the def2-TZVPD basis
C 2.241 0.265 0.643
C 1.272 0.367 -0.548
N -0.151 0.363 -0.280
C -0.614 -0.177 0.758
O -1.906 -0.545 0.841
C -2.625 -0.385 -0.380
H 2.206 -0.716 1.133
H 3.280 0.458 0.347
H 1.978 1.022 1.398
H 1.221 -0.477 -1.244
H 1.533 1.227 -1.174
H -0.077 -0.422 1.681
H -3.638 -0.731 -0.176
H -2.170 -0.973 -1.189
H -2.623 0.665 -0.690
```


Record 4
A cluster of 12 separate species, C24H72O24 in total at a distorted geometry, computed with the ωB97M-V functional and the def2-TZVPD basis.

Calculated values
- Molar mass: 744.8 g/mol
- Energy: -75183.5270 eV
- Energy relative to the best compared isomer or geometry (same formula, charge and spin): 7.7955 eV
- SMILES: OCCO.OCCO.OCCO.OCCO.OCCO.OCCO.OCCO.OCCO.OCCO.OCCO.OCCO.OCCO
- LUMO level: 0.10 eV

The geometry in XYZ format:
```
120
C24H72O24, DFT the ωB97M-V functional and the def2-TZVPD basis
O 0.058 -4.054 -22.050
C -0.315 -3.440 -23.246
C 0.637 -3.389 -24.371
O 0.134 -2.795 -25.594
H 0.487 -4.857 -22.353
H -1.215 -3.947 -23.595
H -0.549 -2.379 -23.163
H 0.966 -4.381 -24.679
H 1.519 -2.838 -24.043
H 0.709 -2.106 -25.933
O -4.116 -6.317 -13.896
C -4.322 -5.148 -14.677
C -3.347 -3.949 -14.143
O -1.962 -4.117 -14.484
H -4.338 -6.249 -12.965
H -4.234 -5.439 -15.724
H -5.322 -4.754 -14.494
H -3.475 -3.933 -13.061
H -3.702 -2.992 -14.525
H -1.911 -4.756 -15.199
O -2.890 -8.849 -22.863
C -3.232 -9.714 -23.894
C -4.234 -10.748 -23.271
O -3.602 -11.903 -22.710
H -2.696 -9.380 -22.087
H -3.775 -9.130 -24.639
H -2.448 -10.289 -24.387
H -4.723 -11.169 -24.150
H -4.892 -10.230 -22.574
H -4.243 -12.250 -22.086
O -0.572 -6.240 -10.175
C 0.623 -6.889 -9.699
C 0.751 -8.279 -10.356
O 0.985 -9.312 -9.454
H -0.302 -5.796 -10.982
H 1.516 -6.263 -9.698
H 0.480 -6.982 -8.623
H 1.465 -8.301 -11.179
H -0.225 -8.549 -10.760
H 0.307 -9.157 -8.792
O 2.605 -13.548 -12.991
C 3.056 -13.848 -11.690
C 1.947 -14.402 -10.882
O 2.297 -14.480 -9.485
H 3.338 -13.118 -13.437
H 3.774 -14.657 -11.825
H 3.523 -12.995 -11.197
H 1.252 -15.087 -11.368
H 1.168 -13.639 -10.872
H 2.401 -13.635 -9.041
O 0.850 -13.193 -23.813
C 1.341 -14.068 -24.904
C 1.267 -13.425 -26.320
O -0.017 -13.491 -26.945
H -0.095 -13.353 -23.866
H 2.387 -14.094 -24.601
H 1.027 -15.104 -24.778
H 1.884 -13.968 -27.035
H 1.598 -12.400 -26.154
H 0.000 -13.067 -27.806
O 6.601 -16.684 -19.773
C 6.892 -15.489 -19.074
C 6.611 -14.380 -20.074
O 7.665 -14.315 -20.913
H 6.826 -16.581 -20.701
H 6.195 -15.522 -18.236
H 7.920 -15.379 -18.729
H 6.423 -13.398 -19.640
H 5.678 -14.527 -20.618
H 7.512 -14.507 -21.842
O -6.119 -10.701 -15.170
C -5.073 -11.352 -15.901
C -4.953 -10.994 -17.400
O -6.170 -10.871 -18.036
H -5.781 -9.829 -14.953
H -4.258 -11.322 -15.178
H -5.418 -12.381 -15.807
H -4.416 -11.762 -17.958
H -4.409 -10.086 -17.659
H -6.514 -10.000 -17.824
O 5.676 -5.678 -20.408
C 5.139 -4.847 -21.510
C 5.141 -5.634 -22.832
O 4.127 -6.538 -22.812
H 6.625 -5.617 -20.541
H 4.122 -4.500 -21.330
H 5.709 -3.922 -21.606
H 6.006 -6.185 -23.201
H 4.901 -4.916 -23.617
H 4.197 -7.070 -22.016
O 9.623 -9.504 -15.491
C 9.114 -10.261 -14.448
C 7.641 -10.044 -14.150
O 6.820 -10.433 -15.167
H 10.542 -9.764 -15.587
H 9.192 -11.333 -14.627
H 9.595 -10.025 -13.499
H 7.495 -8.981 -13.955
H 7.453 -10.670 -13.279
H 7.152 -9.962 -15.935
O -5.039 -2.216 -18.867
C -6.387 -2.789 -19.007
C -6.344 -3.933 -20.035
O -5.613 -5.044 -19.554
H -4.420 -2.810 -18.436
H -6.784 -3.071 -18.032
H -7.119 -2.037 -19.303
H -5.906 -3.643 -20.990
H -7.365 -4.295 -20.157
H -5.109 -5.491 -20.238
O -0.180 -7.426 -18.083
C 1.070 -8.043 -17.712
C 1.292 -9.418 -18.442
O 1.150 -9.279 -19.939
H -0.194 -7.119 -18.992
H 1.832 -7.317 -17.998
H 1.269 -8.164 -16.647
H 0.607 -10.133 -17.986
H 2.254 -9.840 -18.154
H 1.151 -10.154 -20.334
```